{
  "formula": "C6H6",
  "method": "ωB97M-V/def2-TZVPD",
  "species": ["C", "C", "C", "C", "C", "C", "H", "H", "H", "H", "H", "H"],
  "coordinates": [[0.05926, 0.97872, -0.81682], [0.34863, 0.79140, 0.58640], [-1.16229, -0.73370, -0.36463], [-0.30156, -1.45188, 0.50009], [-0.61911, -0.01050, -1.49907], [0.31739, -0.44985, 1.26635], [0.54169, 1.80809, -1.31942], [0.85309, 1.61711, 1.07674], [-1.69588, 0.00787, 0.25522], [0.03247, -2.47355, 0.43446], [-0.56782, -0.25253, -2.54144], [0.95038, -0.63349, 2.12193]],
  "total_energy_ev": -6314.5414,
  "e_above_lowest_kj_mol": 449.50,
  "lumo_ev": [-0.28, -0.28],
  "orbital_gap_ev": [7.925, 7.925],
  "smiles": "c1ccccc1"
}


{
  "formula": "C17H44B3N3O4",
  "method": "ωB97M-V/def2-TZVPD",
  "species": ["C", "N", "C", "B", "O", "B", "O", "B", "C", "C", "C", "O", "O", "H", "H", "H", "H", "H", "H", "H", "H", "H", "H", "H", "H", "H", "H", "C", "C", "N", "C", "C", "C", "C", "H", "H", "H", "H", "H", "H", "H", "H", "H", "H", "H", "H", "H", "H", "H", "C", "C", "N", "C", "C", "C", "C", "H", "H", "H", "H", "H", "H", "H", "H", "H", "H", "H", "H", "H", "H", "H"],
  "coordinates": [[0.25729, -2.79299, 3.74091], [1.62408, -3.11782, 3.16622], [2.73479, -2.58944, 4.04675], [3.53251, -1.27103, 3.40062], [3.05791, 0.09622, 3.81466], [4.26618, 0.90013, 4.15018], [5.54308, 0.11007, 4.26631], [5.68565, -0.45664, 2.87835], [6.90342, 0.15863, 1.95786], [7.24204, -0.69464, 0.59971], [6.16149, -0.49514, -0.62273], [8.61465, -0.34823, 0.10323], [4.69568, -1.47137, 2.46545], [0.00638, -3.44827, 4.70334], [0.10440, -1.66713, 4.02417], [-0.53647, -3.06127, 2.89306], [1.65588, -2.72881, 2.19304], [3.56933, -3.42561, 4.21576], [2.29292, -2.20255, 5.08409], [4.29745, 2.06785, 4.27765], [6.56223, 1.26029, 1.65282], [7.83633, 0.30234, 2.65841], [7.23644, -1.84840, 0.88838], [5.36204, 0.33953, -0.42697], [6.79806, -0.20449, -1.58171], [5.69231, -1.55156, -0.84356], [9.26349, -0.33876, 0.87789], [-1.52600, 4.31573, 1.65349], [-0.29111, 3.46463, 1.36862], [-0.50032, 2.02764, 1.56411], [0.74746, 1.25580, 1.55848], [1.54841, 1.22028, 0.26169], [-1.60730, 1.42323, 0.81812], [-1.58725, 1.54678, -0.70111], [-1.90876, 4.13515, 2.66366], [-1.26904, 5.37792, 1.57810], [-2.32891, 4.12524, 0.93545], [0.49174, 3.80387, 2.05946], [0.06510, 3.68793, 0.35777], [0.53834, 0.22452, 1.87172], [1.39747, 1.65802, 2.34661], [1.08817, 0.56628, -0.47993], [2.54981, 0.81791, 0.45907], [1.67984, 2.21292, -0.17797], [-2.54486, 1.86437, 1.18143], [-1.69363, 0.36315, 1.08427], [-1.31505, 2.55027, -1.04058], [-2.58467, 1.32950, -1.10066], [-0.90217, 0.82837, -1.15498], [-7.07946, -1.84185, -4.83020], [-5.56310, -1.69283, -4.73583], [-5.12139, -0.36727, -4.29457], [-3.68135, -0.14914, -4.47190], [-2.73111, -1.01705, -3.65445], [-5.66975, 0.11212, -3.02308], [-5.43065, -0.74151, -1.78297], [-7.51446, -1.07532, -5.48040], [-7.32967, -2.82074, -5.25345], [-7.55854, -1.78161, -3.84868], [-5.16474, -1.88024, -5.74150], [-5.17067, -2.48566, -4.09086], [-3.44731, 0.90629, -4.28038], [-3.44522, -0.29668, -5.53393], [-2.69524, -0.70437, -2.61019], [-1.71201, -0.91819, -4.04859], [-2.99179, -2.07832, -3.69509], [-6.75386, 0.23707, -3.14434], [-5.30712, 1.12801, -2.82678], [-5.59229, -1.80776, -1.96550], [-6.12490, -0.44011, -0.98994], [-4.42222, -0.60526, -1.38807]],
  "total_energy_ev": -33034.2902,
  "lumo_ev": 0.20,
  "orbital_gap_ev": 8.353,
  "smiles": "CNCB1OBOB(C[C@@H](C)O)O1.CCN(CC)CC.CCN(CC)CC"
}


{
  "formula": "C10H24N6O6RhS",
  "method": "ωB97M-V/def2-TZVPD",
  "species": ["O", "H", "Rh", "N", "N", "N", "N", "O", "O", "O", "O", "C", "C", "C", "C", "C", "H", "H", "H", "C", "H", "H", "H", "C", "C", "H", "H", "H", "H", "H", "H", "H", "H", "C", "H", "H", "H", "O", "H", "H", "N", "C", "N", "S", "H", "H", "H", "H"],
  "coordinates": [[0.26883, -1.36915, -3.60373], [-0.10374, -1.91529, -4.33892], [-0.16367, 0.01620, -0.38949], [1.29619, -0.96548, -1.23914], [-0.83418, -1.80165, -0.00792], [0.62588, 1.84246, -0.49607], [-1.36729, 1.00118, 0.82566], [2.38119, -0.44415, -1.58792], [1.74572, 2.12096, -1.17181], [-2.32922, 0.42890, 1.57126], [-1.76071, -2.07414, 0.83044], [-0.13012, -2.76328, -0.66629], [1.04776, -2.30671, -1.31481], [-0.01656, 2.76629, 0.22845], [-1.17010, 2.31927, 0.94915], [2.06984, -3.14632, -1.96795], [2.20397, -2.81274, -2.99633], [1.70943, -4.16909, -1.96775], [3.01947, -3.10410, -1.42749], [-0.62553, -4.16305, -0.63724], [-1.61233, -4.20699, -1.11150], [-0.72669, -4.54369, 0.38365], [0.05740, -4.81237, -1.18471], [0.57696, 4.11256, 0.35610], [-1.90335, 3.13795, 1.94920], [1.26341, 4.32269, -0.46824], [1.13606, 4.25112, 1.28987], [-0.21143, 4.86295, 0.36335], [-2.42055, 2.46358, 2.63556], [-2.63051, 3.82662, 1.49239], [-1.15282, 3.74436, 2.47077], [2.06873, 1.17082, -1.44619], [-2.21483, -0.56818, 1.35806], [-1.33061, 0.15272, -1.96171], [-0.89026, -0.27017, -2.88449], [-1.60200, 1.21801, -1.96074], [-2.26262, -0.35141, -1.67407], [1.94549, 0.63952, -4.06682], [1.49684, -0.26598, -4.03613], [1.18743, 1.23346, -3.92872], [-0.38316, -0.97918, 4.00163], [0.35841, 0.05737, 3.58233], [0.29296, 1.18230, 4.32981], [1.31200, -0.07044, 2.14469], [-0.73432, -1.05696, 4.95354], [-0.33030, -1.84471, 3.46722], [0.86376, 1.97324, 4.05385], [-0.02085, 1.16070, 5.29920]],
  "total_energy_ev": -45812.6659,
  "e_above_lowest_kj_mol": 134.34,
  "lumo_ev": [-3.81, -6.25],
  "s_squared": 6.08,
  "total_charge": 1,
  "orbital_gap_ev": [6.054, 5.477],
  "multiplicity": 5
}


{
  "formula": "C48H60N12",
  "method": "ωB97M-V/def2-TZVPD",
  "species": ["N", "C", "C", "C", "C", "H", "H", "H", "H", "H", "N", "C", "C", "C", "C", "H", "H", "H", "H", "H", "N", "C", "C", "C", "C", "H", "H", "H", "H", "H", "N", "C", "C", "C", "C", "H", "H", "H", "H", "H", "N", "C", "C", "C", "C", "H", "H", "H", "H", "H", "N", "C", "C", "C", "C", "H", "H", "H", "H", "H", "N", "C", "C", "C", "C", "H", "H", "H", "H", "H", "N", "C", "C", "C", "C", "H", "H", "H", "H", "H", "N", "C", "C", "C", "C", "H", "H", "H", "H", "H", "N", "C", "C", "C", "C", "H", "H", "H", "H", "H", "N", "C", "C", "C", "C", "H", "H", "H", "H", "H", "N", "C", "C", "C", "C", "H", "H", "H", "H", "H"],
  "coordinates": [[-2.62790, 2.96348, -0.49545], [-2.16961, 3.89291, -1.38957], [-1.16610, 4.65954, -0.78924], [-0.99890, 4.14934, 0.57151], [-1.88158, 3.09484, 0.69272], [-3.30444, 2.24486, -0.67955], [-2.66878, 3.98416, -2.33434], [-0.76732, 5.52838, -1.21529], [-0.46097, 4.62055, 1.34688], [-2.27363, 2.56750, 1.58555], [-2.77913, 0.28220, -2.00240], [-3.80569, -0.19562, -1.14343], [-4.98181, 0.08409, -1.75185], [-4.73325, 0.58190, -3.01141], [-3.38315, 0.70177, -3.15644], [-1.78992, 0.24345, -1.87863], [-3.55271, -0.69043, -0.21935], [-5.94498, -0.03859, -1.34378], [-5.52233, 0.80867, -3.76520], [-2.90809, 1.03398, -4.10988], [3.85687, -0.07503, -0.15143], [4.81928, -0.53172, -0.97715], [5.95633, 0.24454, -0.79070], [5.53608, 1.34932, -0.00865], [4.29614, 1.10267, 0.45597], [2.88041, -0.32044, -0.13972], [4.57410, -1.43181, -1.49311], [6.92340, 0.03390, -1.25209], [6.20513, 2.16188, 0.26049], [3.63107, 1.69223, 1.02764], [3.60594, 3.81883, -1.59855], [2.66449, 4.58030, -2.19074], [3.02239, 4.92369, -3.44236], [4.27845, 4.32382, -3.64307], [4.63583, 3.65296, -2.50673], [3.70738, 3.73174, -0.56529], [1.73248, 4.82090, -1.64843], [2.37920, 5.59255, -3.99701], [4.98624, 4.43267, -4.44705], [5.54537, 3.15273, -2.28218], [-4.03405, -4.70282, 1.09705], [-3.63307, -3.75349, 1.89806], [-4.40793, -2.66888, 1.76630], [-5.36626, -2.98058, 0.79462], [-5.16594, -4.27386, 0.40911], [-3.75562, -5.61316, 1.04319], [-2.80496, -3.92818, 2.51156], [-4.25083, -1.74999, 2.27852], [-6.14831, -2.35841, 0.45426], [-5.57988, -4.83362, -0.40930], [-0.21960, -1.71895, -0.88140], [0.46985, -1.42875, -2.06890], [0.86231, -0.12608, -2.03620], [0.50606, 0.40022, -0.79164], [-0.13793, -0.59469, -0.08546], [-0.67916, -2.59048, -0.73821], [0.51798, -2.15423, -2.86053], [1.46798, 0.42709, -2.81366], [0.64528, 1.39504, -0.39343], [-0.59947, -0.51891, 0.93477], [-0.03137, -1.99371, 4.95955], [-0.00665, -2.85984, 5.99538], [-1.27095, -3.35992, 6.17491], [-2.12030, -2.75600, 5.17057], [-1.32150, -1.89690, 4.48865], [0.59266, -1.23625, 4.65805], [0.94249, -3.17213, 6.42019], [-1.61677, -3.94950, 7.02929], [-3.17155, -2.98761, 5.02094], [-1.49520, -1.27519, 3.61307], [3.90557, 5.46684, 2.91144], [3.54648, 6.48788, 2.01532], [2.73180, 5.85764, 1.06612], [2.49067, 4.54803, 1.45777], [3.26442, 4.29003, 2.54754], [4.37317, 5.55441, 3.81627], [3.85184, 7.54456, 2.04469], [2.14624, 6.34547, 0.28193], [1.87019, 3.76219, 1.03539], [3.47488, 3.41370, 3.08992], [1.96716, 1.63994, -4.68389], [2.04874, 0.33546, -5.12790], [0.81708, -0.10385, -5.34592], [-0.09987, 0.99233, -5.05349], [0.70495, 2.07350, -4.65023], [2.68163, 2.27474, -4.47933], [3.01516, -0.16868, -5.10463], [0.57532, -1.11976, -5.57729], [-1.15419, 1.00863, -5.19000], [0.47151, 3.08601, -4.42026], [-0.44643, -4.81784, 3.04410], [-0.15012, -4.84491, 1.72843], [-0.62399, -5.99417, 1.14152], [-1.31652, -6.68818, 2.13829], [-1.22188, -5.91609, 3.31988], [-0.39344, -4.04313, 3.67510], [0.38538, -4.01233, 1.29219], [-0.49814, -6.31543, 0.09560], [-1.62872, -7.67314, 1.98394], [-1.58639, -6.06566, 4.33047], [-2.85259, -2.73392, -3.27217], [-2.75150, -3.44897, -2.08164], [-1.94406, -4.49113, -2.34934], [-1.55274, -4.49058, -3.71216], [-2.16265, -3.39087, -4.25563], [-3.43558, -1.93270, -3.40446], [-3.36751, -3.18820, -1.28684], [-1.75580, -5.28922, -1.65469], [-1.09514, -5.29866, -4.26215], [-2.14009, -3.08650, -5.26559], [0.24328, 1.63709, 4.24349], [1.41068, 1.77347, 4.90773], [2.32079, 1.01391, 4.25127], [1.69804, 0.44089, 3.11220], [0.40655, 0.93302, 3.09052], [-0.59784, 2.13649, 4.35491], [1.50300, 2.58859, 5.63238], [3.29973, 0.78049, 4.69669], [2.15548, -0.24776, 2.44994], [-0.28811, 0.86348, 2.26259]],
  "total_energy_ev": -68626.4667,
  "e_above_lowest_kj_mol": 92.86,
  "lumo_ev": 0.45,
  "orbital_gap_ev": 8.548,
  "smiles": "c1cc[nH]c1.c1cc[nH]c1.c1cc[nH]c1.c1cc[nH]c1.c1cc[nH]c1.c1cc[nH]c1.c1cc[nH]c1.c1cc[nH]c1.c1cc[nH]c1.c1cc[nH]c1.c1cc[nH]c1.c1cc[nH]c1"
}